Molecular formula: C10H11BrO
Method: DFT, ωB97M-V/def2-TZVPD

Structure (XYZ):
```
23
Properties=species:S:1:pos:R:3:forces:R:3
C -0.87863 -1.78228 1.10558 -3.37 -1.37 0.11
C -0.59853 -0.92917 -0.09307 0.93 -1.14 -2.37
C 0.15647 -1.80713 -1.19075 0.24 0.26 0.16
C 0.26781 0.23171 0.18071 -0.83 1.24 0.00
C 1.39579 0.31551 0.95374 1.63 0.57 -0.55
C 2.10962 1.57467 1.01426 -1.23 -1.27 -1.30
C 1.57254 2.64609 0.25741 -0.29 -0.37 1.55
C 0.36785 2.52894 -0.51931 0.83 1.37 2.26
C -0.27990 1.32726 -0.51066 2.72 -0.28 0.90
O -1.33799 1.01909 -1.25167 -1.27 -0.27 -1.44
C -1.74343 -0.25677 -0.95628 -0.81 -0.31 3.03
Br -3.43010 -0.06589 0.18135 -0.04 0.15 -0.33
H -1.94935 -1.55843 1.42549 1.32 -0.38 -0.18
H -0.31184 -1.57322 2.00083 0.65 -0.15 -0.15
H -0.91959 -2.87807 0.79347 0.37 1.36 0.86
H 1.15842 -1.38520 -1.35069 -0.21 -0.38 -0.02
H -0.36644 -1.77179 -2.15147 0.17 -0.13 0.09
H 0.22773 -2.85168 -0.86424 0.09 0.31 -0.20
H 1.84924 -0.64757 1.28689 -0.43 1.04 0.30
H 3.06342 1.59345 1.55820 -0.61 0.41 -0.22
H 1.96157 3.64669 0.53322 -0.18 -0.60 -0.85
H -0.17127 3.46472 -0.64500 0.18 -0.17 -1.03
H -2.14341 -0.84094 -1.75801 0.16 0.14 -0.64
```
Forces are in eV/Å.

## Properties
Energy above the lowest of the compared OMol25 structures with the same formula, charge and spin: 0.0 kcal per mole
Total charge: 0
Multiplicity: 1
Kohn-Sham gap: 9.442 eV
SMILES: CC1(C)c2ccccc2O[C@@H]1Br
Max |F|: 3.6 eV/A

For each atom in turn, the Löwdin charge in e is: -0.07 -0.46 0.00 -0.17 -0.02 -0.07 -0.08 0.01 -0.26 -0.01 -0.52 0.66 0.02 0.08 0.10 0.09 0.08 0.08 0.13 0.10 0.10 0.12 0.09

Molecular formula: C10H11ClF5LaOPr
Method: DFT, ωB97M-V/def2-TZVPD

Structure (XYZ):
```
30
Properties=species:S:1:pos:R:3:forces:R:3
La 0.32966 0.72812 -0.40449 -1.73 1.17 -1.65
Cl -1.61207 -1.06976 -1.44452 0.01 -0.84 1.13
C 2.25456 -0.51576 -0.13308 1.69 -1.24 -0.18
H 3.13945 -0.26041 0.47168 -0.02 -0.06 -0.48
H 2.49736 -0.71707 -1.20815 0.38 -0.11 0.64
H 1.85437 -1.45105 0.31198 0.08 0.22 -0.31
Pr -1.90375 0.05699 -3.79246 0.60 0.32 -0.35
C -1.30905 -1.93260 -5.27540 -0.10 0.12 -0.05
C -4.25334 0.47616 -3.21180 -0.42 0.15 0.04
C -0.21794 1.55165 -2.82119 0.35 0.66 -0.23
H -4.05392 1.25163 -2.44701 -0.17 0.06 -0.06
H -4.89100 0.93307 -3.98587 0.02 0.08 0.10
H -4.87248 -0.28215 -2.71007 0.15 0.03 -0.09
H -0.21718 -1.92631 -5.12484 0.08 -0.13 -0.15
H -1.65493 -2.94690 -5.03008 0.02 0.13 0.12
H -1.49140 -1.81887 -6.35593 0.13 0.05 0.02
H 0.80900 1.63646 -3.25205 -0.05 -0.35 -0.13
H -0.39401 2.62651 -2.55358 -0.38 -0.15 0.02
F 2.52191 0.71248 6.51056 0.13 -0.03 -0.29
C 1.96318 0.50274 5.30148 -0.06 0.02 -0.35
C 1.17707 -0.63443 5.09851 0.37 0.09 0.33
F 1.12665 -1.58099 6.06367 -0.16 0.58 -0.35
C 0.49300 -0.80524 3.91179 0.13 0.11 0.03
F -0.29560 -1.88635 3.75453 0.34 0.46 -0.07
C 0.63977 0.13845 2.87799 -0.83 -0.17 -1.44
O 0.01866 0.03107 1.72283 -0.30 -0.23 2.35
C 1.50594 1.22960 3.06185 -0.08 -0.14 -0.36
F 1.67444 2.07549 1.97156 -0.11 -0.58 1.12
C 2.16323 1.41780 4.25397 0.23 0.02 0.66
F 2.99842 2.45966 4.43809 -0.30 -0.25 -0.01
```
Forces are in eV/Å.

## Properties
Total charge: -1
Multiplicity: 3
Kohn-Sham gap (alpha / beta): 5.498 / 5.501 eV
Max |F|: 2.7 eV/A

For each atom in turn, the Löwdin charge in e is: 1.69 0.00 -0.41 -0.03 -0.03 -0.02 0.65 -0.34 -0.36 -0.66 -0.04 -0.05 -0.04 -0.06 -0.05 -0.06 -0.13 -0.14 0.09 -0.14 -0.14 0.10 -0.13 0.10 -0.29 -0.34 -0.12 0.02 -0.14 0.10

Molecular formula: C10H11ClMoNO6S
Method: DFT, ωB97M-V/def2-TZVPD

Structure (XYZ):
```
31
Properties=species:S:1:pos:R:3:forces:R:3
Mo -0.38936 0.42000 -0.01797 -1.24 -2.89 0.55
O 0.05727 -1.84379 -3.79968 -0.05 -0.16 -0.34
C -0.42413 -1.04831 -2.90619 -0.26 0.25 0.38
O -0.01102 -0.99547 -1.74233 0.16 0.33 0.14
C -1.56151 -0.16644 -3.39009 -0.24 -0.13 -0.30
O -2.26309 0.26763 -2.24248 0.25 0.08 -0.20
C -2.90577 1.52979 -2.26069 -0.17 0.00 -0.02
C -2.38364 2.38248 -1.08642 -1.99 1.97 -1.61
O -2.67395 3.50017 -0.83091 0.29 -0.90 -0.01
O -1.50950 1.63650 -0.38723 -1.57 2.91 0.28
H 0.78319 -2.43666 -3.51845 -0.20 0.33 0.20
H -2.21366 -0.75033 -4.05836 0.23 0.13 0.16
H -1.13292 0.66557 -3.97212 -0.04 -0.15 0.11
H -3.98700 1.39558 -2.10996 0.26 0.04 -0.02
H -2.76027 2.08558 -3.19639 0.07 -0.08 0.22
O 1.01561 -0.53271 0.49897 3.73 -2.07 1.31
N 1.86681 -0.41521 1.52181 0.65 0.58 1.22
C 2.85745 -1.30656 1.74360 0.34 -0.65 -0.26
C 3.69411 -1.14901 2.81824 -0.22 0.17 -0.06
C 3.51134 -0.06305 3.68614 -0.19 -0.01 -0.33
C 2.51019 0.84761 3.42693 -0.07 -0.09 -0.19
C 1.67206 0.66810 2.32362 -0.03 0.01 0.11
S 0.39223 1.73308 1.90875 -0.35 -0.46 -0.83
H 2.94048 -2.12903 1.04248 -0.10 0.14 0.01
H 4.48924 -1.85955 2.98079 -0.02 -0.11 -0.05
H 4.14944 0.06883 4.54607 0.09 -0.01 0.05
H 2.34946 1.71393 4.05007 -0.02 0.02 0.07
Cl -2.55210 -1.84975 0.08776 -0.11 -0.26 -0.34
C -1.76204 -0.79232 1.21237 0.26 0.47 0.25
H -1.23869 -1.40185 1.96150 0.13 0.42 -0.31
H -2.52023 -0.17479 1.71016 0.41 0.11 -0.20
```
Forces are in eV/Å.

## Properties
Energy above the lowest of the compared OMol25 structures with the same formula, charge and spin: 41.2 kcal per mole
Total charge: +2
Multiplicity: 2
Kohn-Sham gap (alpha / beta): 7.144 / 7.458 eV
Max |F|: 4.5 eV/A

For each atom in turn, the Löwdin charge in e is: 1.64 0.24 -0.43 -0.05 -0.06 -0.19 -0.04 -0.43 0.25 -0.29 0.19 0.17 0.17 0.17 0.16 -0.34 -0.12 0.04 0.02 0.03 -0.02 -0.58 0.85 0.16 0.14 0.14 0.13 0.65 -0.64 0.04 0.04

Number 1: energy -3036.85966 Ha. Number 2: energy -1970.93635 Ha. Number 3: energy -1819.76889 Ha.